[1]
2 unconnected molecules or ions with the total composition C5H13NO3, computed with ωB97M-V/def2-TZVPD.

The expectation value of S² is 0.77. The calculation puts the relative energy (zero: lowest compared OMol25 entry of this formula, charge and spin) at 2.530 eV. As for the max |F|: 4.1 eV Å⁻¹. Its total charge is +1. As for the total energy: -478.37217 Eh. The value obtained for the HOMO energy (spin up / spin down) is -0.52388 / -0.52326 Ha. For the molar mass, the calculation gives 135.2 Da. For the HOMO-LUMO gap (spin up / spin down), the calculation gives 0.373 / 0.194 Ha. The spin multiplicity is 2.

Each line ends with the Löwdin spin population.
Atoms and positions in Å:
1 O -1.114 -0.197 -3.174  0.008
2 O 0.939 -3.687 0.415  0.000
3 O 2.263 0.948 2.102  0.236
4 N 0.349 1.085 1.122  0.607
5 C -1.921 0.428 1.329  0.033
6 C -0.869 1.130 -0.978  0.052
7 C 1.567 0.414 1.319  0.000
8 C -0.249 0.438 -2.171  0.004
9 C -0.742 0.365 0.341  0.033
10 H -1.969 1.368 -1.094  0.006
11 H -1.462 0.667 2.373  0.004
12 H 1.814 -3.503 0.712  0.000
13 H 1.052 -3.158 -0.428  0.000
14 H 1.777 -0.489 0.700  -0.005
15 H -0.379 -0.765 0.172  0.003
16 H 0.143 1.888 1.696  0.009
17 H 0.601 -0.137 -1.878  0.000
18 H 0.067 1.194 -2.923  0.000
19 H -2.729 1.109 1.065  0.001
20 H -1.945 -0.581 -2.820  0.000
21 H -0.371 2.113 -0.869  0.003
22 H -2.462 -0.453 1.659  0.006


[2]
2 unconnected molecules or ions with the total composition C5H13NO4P, computed with ωB97M-V/def2-TZVPD.

The calculation puts the relative energy (zero: lowest compared OMol25 entry of this formula, charge and spin) at 0.535 eV. As for the max |F|: 4.1 eV Å⁻¹. Its total charge is -1. As for the total energy: -895.48844 Eh. The value obtained for the HOMO energy is -0.20605 Ha. For the molar mass, the calculation gives 182.1 Da. For the HOMO-LUMO gap, the calculation gives 0.331 Ha.

Each line ends with the natural charge from an NBO analysis.
Atoms and positions in Å:
1 P -2.786 -0.159 0.261  2.299
2 O -4.491 -0.170 0.182  -1.022
3 O 0.833 -2.107 -0.824  -0.737
4 O -2.468 0.110 1.666  -1.159
5 O -2.266 -1.326 -0.537  -1.177
6 N -3.157 1.818 -1.590  -0.629
7 C 1.475 -0.902 -0.607  0.133
8 C 1.897 0.876 1.134  -0.603
9 C 3.027 -1.088 -0.286  -0.648
10 C 0.937 -0.151 0.678  -0.439
11 C -2.453 1.437 -0.594  -0.229
12 H 2.538 1.249 0.366  0.192
13 H 3.370 -1.635 -1.187  0.206
14 H 0.001 0.509 0.504  0.217
15 H 3.175 -1.604 0.683  0.197
16 H 1.461 1.719 1.541  0.204
17 H -0.080 -1.991 -0.398  0.524
18 H -2.889 2.732 -1.823  0.303
19 H 3.597 -0.260 -0.032  0.204
20 H 1.447 -0.168 -1.418  0.136
21 H -4.810 -0.452 -0.713  0.482
22 H 2.565 0.435 1.928  0.185
23 H 0.659 -0.866 1.440  0.216
24 H -1.582 1.992 -0.373  0.144


[3]
2 unconnected molecules or ions with the total composition C5H13NO6P2, computed with ωB97M-V/def2-TZVPD.

The calculation puts the relative energy (zero: lowest compared OMol25 entry of this formula, charge and spin) at 0.281 eV. As for the max |F|: 3.7 eV Å⁻¹. Its total charge is -2. As for the total energy: -1387.39698 Eh. The value obtained for the HOMO energy is -0.01371 Ha. For the molar mass, the calculation gives 245.1 Da. For the HOMO-LUMO gap, the calculation gives 0.193 Ha.

Each line ends with the natural charge from an NBO analysis.
Atoms and positions in Å:
1 P -1.375 1.956 0.630  1.580
2 P -1.061 4.586 -0.734  2.495
3 O -2.225 2.452 1.773  -1.226
4 O -2.378 1.816 -0.680  -1.097
5 O -0.532 3.321 0.126  -1.151
6 O -2.159 5.227 0.351  -1.023
7 O -0.045 5.629 -0.984  -1.187
8 O -1.779 3.978 -1.963  -1.187
9 N 1.565 -1.983 1.970  -0.687
10 C 0.554 -1.667 1.315  0.344
11 C 0.598 -2.265 -0.138  -0.285
12 C 0.537 -3.873 -0.048  -0.595
13 C -0.388 -1.675 -1.149  -0.627
14 C -0.561 -0.960 1.929  -0.770
15 H 1.047 -4.227 0.783  0.199
16 H -2.209 2.705 -1.128  0.499
17 H -0.351 -0.725 3.008  0.230
18 H 1.546 -1.968 -0.510  0.198
19 H -2.237 4.329 0.742  0.492
20 H 0.931 -4.506 -0.953  0.189
21 H -1.380 -1.445 -0.639  0.229
22 H -1.579 -1.451 1.856  0.214
23 H -0.478 -4.063 0.183  0.202
24 H -0.678 -0.027 1.222  0.241
25 H 2.219 -2.524 1.388  0.301
26 H -0.157 -0.814 -1.768  0.243
27 H -0.716 -2.409 -2.000  0.178